The following is a DFT calculation (ωB97M-V/def2-TZVPD) of C5H11N3O3 in the gas phase.

Calculated values
SMILES: CCOC(=O)/N=C(\O)NNC
energy above the lowest of the compared OMol25 structures with the same formula, charge and spin: 253.85 kJ/mol
M: 161.16 Da
strongest force on any atom: 0.084 Eh/bohr
gap between HOMO and LUMO: 9.9 eV

The geometry in ORCA input format:
```
! wB97M-V def2-TZVPD RIJCOSX def2/J DEFGRID3
* xyz 0 1
C 4.08 0.92 0.30
C 3.62 -0.41 -0.39
O 2.28 -0.17 -0.92
C 1.41 -0.47 0.03
O 1.64 -0.88 1.15
N 0.11 -0.22 -0.33
C -0.98 -0.68 -0.68
O -1.32 -1.93 -0.92
N -2.22 0.48 -0.91
N -3.45 0.05 -0.43
C -3.79 0.39 1.00
H 3.72 1.78 -0.41
H 3.55 0.93 1.24
H 5.18 0.90 0.50
H 3.56 -1.03 0.42
H 4.15 -0.66 -1.25
H -2.22 -2.01 -1.35
H -1.90 1.39 -0.40
H -4.18 0.44 -1.02
H -4.32 1.35 1.11
H -4.56 -0.45 1.21
H -2.76 0.29 1.48
*
```